1.
A molecular structure, C28H46BrNOP2Pt, computed with ωB97M-V/def2-TZVPD.

Each line ends with the Löwdin spin population.
CARTESIAN COORDINATES (ANGSTROEM)
N  -6.53157  4.91013  -4.20911  0.731
C  -6.20640  5.31229  -2.97645  0.077
C  -5.25656  4.62933  -2.20114  0.051
C  -4.63262  3.44833  -2.69988  -0.014
C  -5.01399  3.04396  -3.99916  0.049
C  -5.95905  3.81106  -4.70737  0.076
C  -3.58580  2.76865  -1.93170  0.009
Pt  0.89472  -0.34850  -0.75686  0.237
P  3.00708  -0.62353  0.09786  0.030
C  -2.74540  1.77730  -2.33618  -0.013
C  -1.46522  1.71454  -1.66834  -0.003
C  -0.31694  1.49694  -2.42827  0.037
C  0.96828  1.54707  -1.76453  0.061
C  0.94433  1.69503  -0.30068  0.641
C  -0.19948  2.03382  0.39601  0.093
C  -1.40406  1.99507  -0.28351  0.034
Br  1.21454  0.50366  2.19719  0.655
H  -3.45526  3.29255  -0.98512  0.001
H  -2.98158  1.20942  -3.24399  0.000
H  -5.00342  5.04484  -1.22577  0.006
H  -4.58893  2.17453  -4.49502  0.005
H  -6.70164  6.21830  -2.59625  0.015
H  -6.27432  3.54047  -5.72237  0.016
H  -0.41238  1.37625  -3.51118  0.003
H  -2.30372  2.21097  0.28441  0.004
H  1.88334  1.69598  -2.32866  0.005
H  -0.20371  2.23873  1.47081  0.010
P  -0.21698  -2.14478  -0.07551  0.016
C  3.67996  1.01402  0.65545  0.045
C  5.15193  1.23935  0.32184  0.005
H  3.53106  1.05835  1.75325  0.003
H  2.96455  1.74262  0.18937  0.025
H  5.43341  2.26454  0.59201  0.000
H  5.81498  0.58055  0.90885  0.003
H  5.35961  1.15116  -0.75194  0.000
C  3.83587  -0.95904  -1.48700  0.013
C  5.14074  -1.73898  -1.40712  0.004
H  4.03632  0.02910  -1.91059  0.000
H  3.03275  -1.45487  -2.08355  0.003
H  5.42822  -2.10253  -2.39441  0.001
H  5.95069  -1.10217  -1.02968  0.000
H  5.09266  -2.65821  -0.82496  0.000
C  3.77210  -1.92612  1.22003  0.000
C  4.93861  -1.50330  2.12121  0.001
H  4.13876  -2.77104  0.61204  0.000
H  2.96438  -2.40230  1.82538  0.000
H  4.94739  -2.06010  3.06565  0.000
H  5.89848  -1.77037  1.66328  0.000
H  4.94362  -0.44484  2.38488  0.000
C  -0.23738  -2.94673  1.54641  -0.001
C  -1.16239  -4.17031  1.44676  0.000
H  -0.59117  -2.26164  2.33393  0.000
H  0.79187  -3.23672  1.81535  0.000
H  -2.16616  -3.96858  1.83535  0.000
H  -1.28752  -4.51235  0.41473  0.000
H  -0.76911  -5.03265  1.99329  0.000
C  0.32027  -3.36303  -1.35549  0.007
C  -0.30554  -3.02355  -2.70572  0.004
H  0.11380  -4.39248  -1.04231  0.001
H  1.41486  -3.27266  -1.44204  0.001
H  -1.29134  -3.49055  -2.81653  0.000
H  -0.38871  -1.93805  -2.86371  0.003
H  0.33162  -3.37679  -3.52440  0.000
C  -1.91067  -1.47630  -0.39388  0.003
C  -2.66124  -1.06905  0.86499  0.002
H  -2.48710  -2.18216  -0.99806  0.000
H  -1.79621  -0.58760  -1.03335  0.000
H  -3.50354  -0.40017  0.64505  0.000
H  -3.06300  -1.93046  1.40676  0.000
H  -2.02220  -0.51483  1.56161  0.001
C  -0.00314  1.51605  4.94697  0.115
C  -1.10487  0.62723  4.41957  0.115
C  -1.15724  -0.72904  5.06421  0.091
O  -1.89445  0.97826  3.54804  0.691
H  -0.34882  2.03463  5.85011  0.004
H  0.27148  2.25447  4.19273  0.007
H  0.85348  0.87897  5.18594  0.013
H  -1.94341  -1.34518  4.61767  -0.001
H  -0.18122  -1.20904  4.92074  0.005
H  -1.33025  -0.61794  6.14208  0.004

Properties
LUMO (alpha / beta), eV: -12.4 / -15.1
Total charge: +4
E_HOMO (alpha / beta), eV: -19.06 / -18.82
Frontier orbital gap (alpha / beta), eV: 6.7 / 3.7
Energy above the lowest of the compared OMol25 structures with the same formula, charge and spin, kJ/mol: 0.00
Spin multiplicity: 5

***

2.
A molecular structure, C37H63AsBaN2O2, computed with ωB97M-V/def2-TZVPD.

Each line ends with the Löwdin charge.
CARTESIAN COORDINATES (ANGSTROEM)
Ba  0.23241  0.24778  0.26366  1.834
C  1.09095  3.77832  1.01482  -0.095
N  1.39734  2.50939  1.67682  -0.364
C  2.84390  2.30214  1.75744  -0.082
C  0.77964  2.52871  3.01197  -0.189
C  0.81459  1.18039  3.73375  -0.155
N  0.14811  0.08459  3.01884  -0.257
C  0.75671  -1.23405  3.34334  -0.147
C  2.22964  -1.33213  3.02853  -0.163
C  3.14501  -1.25135  4.06905  -0.021
C  4.51494  -1.31561  3.86364  -0.177
C  4.93428  -1.48343  2.54395  0.019
C  4.06523  -1.58977  1.46491  -0.094
C  2.66293  -1.51884  1.69390  -0.365
O  1.78824  -1.59987  0.71479  -0.433
C  4.60388  -1.76647  0.03908  -0.529
C  6.13083  -1.84861  -0.00121  -0.073
C  4.20026  -0.56701  -0.83606  -0.048
C  4.05648  -3.06307  -0.57583  -0.042
C  5.47858  -1.20721  5.04379  -0.563
C  5.26755  0.13350  5.76098  -0.052
C  5.21152  -2.35136  6.03136  -0.050
C  6.94036  -1.28638  4.60426  -0.070
C  -1.31660  0.02237  3.25495  -0.151
C  -2.07667  1.27417  2.87889  -0.166
C  -2.39003  2.18022  3.89087  -0.020
C  -3.01492  3.38353  3.63079  -0.179
C  -3.35948  3.62986  2.29486  0.013
C  -3.12461  2.74331  1.25901  -0.089
C  -2.44813  1.51629  1.53849  -0.373
O  -2.16363  0.64710  0.59336  -0.432
C  -3.58492  3.05335  -0.17294  -0.530
C  -4.58796  1.98678  -0.63629  -0.040
C  -2.38323  3.07894  -1.13228  -0.048
C  -4.27428  4.41454  -0.28373  -0.073
C  -3.33521  4.42182  4.70268  -0.562
C  -4.84988  4.66695  4.74924  -0.048
C  -2.88050  3.96883  6.08932  -0.070
C  -2.62122  5.73966  4.37137  -0.049
H  1.48683  4.63825  1.57330  0.096
H  0.00799  3.89110  0.93725  0.074
H  1.52290  3.79395  0.01195  0.087
H  3.32313  3.02220  2.43622  0.099
H  3.28480  2.41038  0.76533  0.084
H  3.06922  1.29527  2.11712  0.077
H  -0.24216  2.87651  2.88806  0.095
H  1.28823  3.24927  3.67526  0.133
H  0.39995  1.34200  4.74027  0.132
H  1.85214  0.88829  3.88221  0.099
H  0.19913  -1.98601  2.77908  0.120
H  0.61354  -1.46083  4.41008  0.128
H  2.75331  -1.12465  5.07503  0.115
H  5.99447  -1.53653  2.34664  0.081
H  6.60517  -0.94085  0.37857  0.085
H  6.44864  -1.98006  -1.03807  0.083
H  6.50911  -2.69784  0.57113  0.088
H  4.58159  0.36360  -0.40630  0.082
H  3.11778  -0.49870  -0.92747  0.032
H  4.62429  -0.67414  -1.83928  0.081
H  4.40462  -3.92659  -0.00443  0.090
H  4.42094  -3.16917  -1.60273  0.080
H  2.96897  -3.07023  -0.57882  0.064
H  4.24551  0.23311  6.13045  0.074
H  5.46270  0.96731  5.08277  0.086
H  5.94301  0.22074  6.61602  0.082
H  4.18781  -2.32432  6.40754  0.076
H  5.88678  -2.28269  6.88842  0.082
H  5.36417  -3.31899  5.54950  0.090
H  7.20085  -0.47636  3.91977  0.086
H  7.16332  -2.23484  4.11165  0.086
H  7.58745  -1.20594  5.48022  0.083
H  -1.51170  -0.16984  4.32047  0.128
H  -1.69360  -0.83668  2.69399  0.119
H  -2.09496  1.92120  4.90169  0.105
H  -3.85936  4.56094  2.06464  0.091
H  -4.15323  0.99122  -0.59245  0.072
H  -4.90205  2.19395  -1.66385  0.082
H  -5.47673  2.00433  -0.00139  0.090
H  -1.89405  2.10601  -1.16533  0.042
H  -1.66017  3.83785  -0.82120  0.077
H  -2.71634  3.32801  -2.14348  0.084
H  -5.16633  4.47063  0.34311  0.086
H  -4.58760  4.57145  -1.31819  0.084
H  -3.60913  5.23736  -0.01169  0.086
H  -5.38097  3.74470  4.99252  0.090
H  -5.22762  5.02653  3.79112  0.076
H  -5.09262  5.41537  5.50807  0.082
H  -3.37129  3.04194  6.39242  0.086
H  -3.13298  4.73573  6.82446  0.084
H  -1.80005  3.81223  6.12798  0.083
H  -2.92932  6.12751  3.39932  0.076
H  -1.53873  5.59320  4.34703  0.084
H  -2.84807  6.49909  5.12402  0.083
C  -0.79377  0.10563  -4.36058  -0.334
As  0.49046  -0.62845  -3.08138  0.966
C  -0.19544  -2.46336  -2.99953  -0.317
C  1.99786  -0.97507  -4.25912  -0.330
H  -0.89273  -0.54132  -5.23185  0.027
H  -0.47629  1.09743  -4.67937  0.020
H  -1.76113  0.19797  -3.86727  0.018
H  -0.28621  -2.88592  -3.99979  0.029
H  -1.17462  -2.47211  -2.52065  0.024
H  0.48319  -3.07351  -2.40402  0.021
H  1.65272  -1.51711  -5.13906  0.028
H  2.72337  -1.58017  -3.71676  0.012
H  2.47357  -0.04460  -4.56347  0.024

Properties
LUMO, eV: 0.1
E_HOMO, eV: -6.98
Frontier orbital gap, eV: 7.0
Energy above the lowest of the compared OMol25 structures with the same formula, charge and spin, kJ/mol: 0.00

***

3.
A molecular structure, C25H59NO11P2S2Si2, computed with ωB97M-V/def2-TZVPD.

Each line ends with the Löwdin charge.
CARTESIAN COORDINATES (ANGSTROEM)
C  -4.66712  -2.18841  -5.18344  -0.107
C  -3.52041  -2.85144  -4.43274  -0.268
C  -3.71122  -2.78821  -2.91043  -0.252
C  -2.35814  -2.60534  -2.15026  -0.306
Si  -2.46466  -1.35112  -0.76451  0.280
O  -1.19837  -1.52385  0.31854  -0.415
Si  0.34517  -1.44614  -0.34245  0.446
C  1.29384  0.02167  0.32862  -0.159
C  1.26426  -3.01085  0.14260  -0.249
C  2.55507  -3.22003  -0.67543  -0.319
C  3.80695  -2.76206  0.06273  -0.488
S  5.05751  -2.06056  -1.05873  0.881
C  5.70391  -3.49813  -1.92040  -1.098
S  6.19466  -4.76549  -1.04755  0.741
N  5.78763  -3.52617  -3.32242  -0.208
C  4.46011  -3.60100  -3.96294  -0.149
C  4.37590  -2.87092  -5.28387  -0.184
O  4.83868  -1.53137  -5.28786  -0.116
C  5.78408  -1.23846  -4.27692  -0.209
C  6.61235  -2.43914  -3.88343  -0.150
P  -2.34694  0.79274  -1.39927  0.690
P  -3.29560  1.14594  -3.29564  0.137
O  -3.16556  2.56055  -3.61261  -0.330
O  -4.85203  0.78224  -3.25871  -0.187
O  -2.59900  0.27313  -4.43194  -0.150
H  -5.58154  -2.72104  -4.94079  0.077
H  -4.81281  -1.16249  -4.87338  0.038
H  -4.50668  -2.24965  -6.25294  0.074
H  -3.52555  -3.89958  -4.71653  0.105
H  -2.57007  -2.43881  -4.75425  0.085
H  -4.13029  -3.73704  -2.60471  0.105
H  -4.39870  -1.99674  -2.62009  0.080
H  -1.53361  -2.45853  -2.83573  0.047
H  -2.15398  -3.54970  -1.64887  0.077
H  -3.71874  -1.54684  -0.01207  -0.003
H  0.27401  -1.32289  -1.81834  0.019
H  2.33195  -0.04303  0.02948  0.026
H  1.24229  -0.02393  1.41208  0.040
H  0.83606  0.94113  -0.01671  0.008
H  0.59014  -3.83710  -0.06680  0.071
H  1.42923  -2.97765  1.21646  0.083
H  2.48441  -2.63270  -1.58494  0.058
H  2.62553  -4.26557  -0.93848  0.106
H  4.26412  -3.60252  0.57088  0.045
H  3.59380  -2.02223  0.82343  0.068
H  4.27032  -4.64947  -4.18516  0.126
H  3.68104  -3.30614  -3.26969  0.091
H  3.32104  -2.83288  -5.54167  0.123
H  4.85484  -3.43282  -6.08267  0.122
H  6.42729  -0.45204  -4.65819  0.125
H  5.28261  -0.82686  -3.40322  0.077
H  7.36793  -2.12289  -3.17714  0.125
H  7.11742  -2.82569  -4.76617  0.129
H  -3.20521  1.46582  -0.51146  -0.097
H  -5.24654  1.43586  -3.87070  0.094
H  -1.91671  -0.32227  -4.07660  0.064
C  2.31411  7.29727  3.56819  -0.114
O  2.73979  6.61523  2.41172  -0.197
C  3.59266  5.52868  2.72569  -0.210
C  3.85023  4.68528  1.49678  -0.183
O  2.82385  3.73864  1.23288  -0.136
C  1.63721  4.25546  0.64326  -0.181
C  1.77815  4.54530  -0.83449  -0.208
O  2.36399  5.81955  -1.03561  -0.197
C  2.68232  6.03830  -2.39070  -0.113
H  3.16954  7.68008  4.13739  0.087
H  1.69862  8.13634  3.25069  0.087
H  1.71280  6.64193  4.20943  0.088
H  3.13562  4.90738  3.50620  0.130
H  4.54725  5.92881  3.09692  0.127
H  4.74535  4.08871  1.68486  0.126
H  4.04309  5.31275  0.62441  0.124
H  1.27491  5.13025  1.18646  0.125
H  0.89547  3.46179  0.75799  0.116
H  0.78246  4.54133  -1.30060  0.129
H  2.39842  3.77005  -1.30246  0.130
H  3.43568  5.32019  -2.73600  0.088
H  3.09058  7.04309  -2.47737  0.087
H  1.78955  5.96216  -3.02205  0.089
C  -1.67626  -1.36702  3.38255  -0.106
O  -2.82985  -0.88242  4.03807  -0.190
C  -3.96513  -0.94349  3.19669  -0.216
C  -5.22379  -0.63751  3.97782  -0.179
O  -5.74376  -1.76058  4.67583  -0.130
C  -5.06973  -2.11337  5.87623  -0.182
C  -5.40457  -1.21274  7.04442  -0.210
O  -4.61053  -0.03984  7.01045  -0.198
C  -5.02954  0.90228  7.97005  -0.115
H  -1.47453  -0.79762  2.47692  0.060
H  -0.83641  -1.25627  4.06777  0.092
H  -1.78955  -2.42846  3.13173  0.094
H  -4.04630  -1.94249  2.74879  0.127
H  -3.84714  -0.19848  2.39425  0.118
H  -6.00159  -0.36295  3.26199  0.127
H  -5.07207  0.21027  4.64889  0.124
H  -3.99041  -2.16978  5.72195  0.124
H  -5.42643  -3.11686  6.11707  0.126
H  -5.19928  -1.74698  7.98331  0.127
H  -6.46822  -0.94589  7.00782  0.131
H  -6.05072  1.24369  7.76321  0.088
H  -4.35684  1.75548  7.91316  0.087
H  -4.98362  0.48125  8.98144  0.087

Properties
LUMO, eV: -0.5
E_HOMO, eV: -8.57
Frontier orbital gap, eV: 8.0

***

no.,electronic energy (eV),F_max (hartree/bohr)
1,-125138.96142,0.0908
2,-108002.71876,0.0064
3,-106897.97406,0.0255